{
  "formula": "C5H6CrO11",
  "method": "ωB97M-V/def2-TZVPD",
  "elements": ["Cr", "O", "O", "O", "O", "O", "O", "O", "O", "O", "O", "O", "C", "C", "C", "C", "C", "H", "H", "H", "H", "H", "H"],
  "positions_angstrom": [[-0.208, -0.336, -0.008], [-4.141, -0.853, -0.530], [-2.038, -1.659, -0.366], [1.650, 0.718, 0.351], [0.205, 1.881, -0.680], [1.366, -2.557, -3.009], [-0.041, -1.507, 1.846], [0.864, -1.981, -0.846], [-0.308, -0.990, 4.013], [-0.607, 0.379, 2.110], [-2.198, 0.311, -0.327], [0.206, -0.710, -2.185], [2.331, 2.954, -0.168], [1.348, 1.824, -0.157], [-0.400, -0.674, 2.709], [-2.853, -0.778, -0.366], [0.843, -1.747, -2.061], [3.326, 2.712, -0.542], [1.998, 3.716, -0.872], [2.292, 3.380, 0.835], [-4.331, -1.793, -0.492], [-0.360, -0.190, 4.541], [1.057, -2.102, -3.796]],
  "mulliken_charge": [0.582, -0.487, -0.615, -0.705, -0.697, -0.485, -0.669, -0.664, -0.479, -0.604, -0.718, -0.663, -1.238, 1.180, 0.776, 0.874, 0.863, 0.287, 0.304, 0.258, 0.303, 0.302, 0.294],
  "total_charge": -2,
  "s2": 6.005,
  "lumo_energy_ev": [5.56, 5.54],
  "e_above_lowest_kj_mol": 0.0,
  "spin_multiplicity": 5
}



{
  "formula": "C4H6N2",
  "method": "ωB97M-V/def2-TZVPD",
  "elements": ["N", "N", "C", "C", "C", "C", "H", "H", "H", "H", "H", "H"],
  "positions_angstrom": [[2.835, 1.018, -0.318], [-0.159, -0.822, -0.716], [1.145, -0.998, -0.106], [-1.604, 0.931, -0.037], [-0.841, -0.297, 0.211], [2.005, 0.216, -0.216], [1.174, -1.297, 0.958], [-1.234, 1.413, -0.947], [-0.787, -0.687, 1.240], [-2.640, 0.643, -0.129], [1.570, -1.720, -0.759], [-1.463, 1.602, 0.818]],
  "mulliken_charge": [-0.395, -0.474, -0.339, -0.983, 0.009, 0.283, 0.326, 0.299, 0.376, 0.311, 0.287, 0.302],
  "total_charge": 0,
  "lumo_energy_ev": 0.49,
  "e_above_lowest_kj_mol": 250.7,
  "spin_multiplicity": 1,
  "smiles": "C/C=N/CC#N"
}



{
  "formula": "C9H14O",
  "method": "ωB97M-V/def2-TZVPD",
  "elements": ["O", "C", "C", "C", "C", "C", "C", "C", "C", "C", "H", "H", "H", "H", "H", "H", "H", "H", "H", "H", "H", "H", "H", "H"],
  "positions_angstrom": [[-0.894, 2.450, 1.351], [-0.599, 1.456, -0.834], [-0.615, 0.249, -1.549], [-0.848, -0.986, -1.002], [-1.334, 0.167, 1.061], [-0.745, -2.318, -1.706], [2.972, 0.010, 0.173], [-0.908, 1.374, 0.501], [2.805, -0.975, 1.318], [-1.253, -1.004, 0.350], [3.990, 0.417, 0.144], [-0.131, -2.943, -1.090], [-1.765, -1.914, 0.659], [2.646, -0.499, 2.274], [2.838, -0.397, -0.823], [-0.315, -2.302, -2.705], [-0.419, 2.456, -1.209], [-1.761, 0.072, 2.055], [3.673, -1.613, 1.499], [1.993, -1.659, 1.120], [-1.385, 2.260, 2.140], [2.347, 0.872, 0.363], [-0.237, 0.212, -2.570], [-1.756, -2.710, -1.813]],
  "mulliken_charge": [-0.549, -0.785, -0.220, 0.622, -0.547, -1.572, -0.679, 0.993, -0.838, -0.626, 0.334, 0.342, 0.359, 0.274, 0.247, 0.379, 0.392, 0.269, 0.343, 0.184, 0.283, 0.145, 0.299, 0.352],
  "total_charge": 0,
  "lumo_energy_ev": 0.89,
  "e_above_lowest_kj_mol": 57.4,
  "spin_multiplicity": 1,
  "smiles": "Cc1ccc(O)cc1.CC"
}



{
  "formula": "C2H3N3O3",
  "method": "ωB97M-V/def2-TZVPD",
  "elements": ["O", "O", "O", "N", "N", "N", "C", "C", "H", "H", "H"],
  "positions_angstrom": [[0.542, -1.597, 0.494], [1.440, 0.356, 1.338], [-0.973, 1.676, -1.878], [1.088, -0.295, 0.220], [0.205, 1.552, -0.915], [-1.106, -0.207, -0.244], [0.150, 0.473, -0.208], [-0.792, -1.315, 0.187], [-1.650, 1.090, -1.313], [2.514, 0.345, 1.484], [-1.418, -2.077, 0.835]],
  "mulliken_charge": [-0.279, -0.441, -0.373, 0.225, -0.424, -0.489, 0.621, 0.020, 0.463, 0.374, 0.301],
  "total_charge": 0,
  "lumo_energy_ev": -0.21,
  "e_above_lowest_kj_mol": 619.3,
  "spin_multiplicity": 1,
  "smiles": "O/N=c1\\ncon1O"
}



Number 1: DFT total energy -2066.3381 Ha. Number 2: DFT total energy -265.4401 Ha. Number 3: DFT total energy -426.5509 Ha. Number 4: DFT total energy -467.7284 Ha.